1.
ORCA calculation (ωB97M-V/def2-TZVPD) on C4H5N3O in the gas phase.

CARTESIAN COORDINATES (ANGSTROEM)
C  -0.82  0.12  0.54
C  1.21  1.14  0.08
C  0.35  0.12  -0.49
C  1.13  -1.03  -1.30
H  -2.66  -1.24  0.71
H  -1.78  -1.10  -0.92
H  -0.91  1.26  2.27
H  2.04  1.36  -0.62
H  0.68  -2.23  -1.38
N  -1.81  -0.59  0.18
N  -0.51  1.13  1.33
N  0.80  1.65  1.30
O  2.26  -0.59  -1.71

Properties
LUMO energy ... 0.002 Ha
Relative energy (zero: lowest compared OMol25 entry of this formula, charge and spin) ... 140.1 kcal per mole
Strongest force on any atom ... 0.234 hartree/bohr
M ... 111.10 g mol⁻¹
HOMO ... -8.062 eV
Total charge ... 0
Structure (SMILES) ... Nc1[nH]ncc1C=O

Löwdin population analysis, charges in e, atoms 1 to 8:
1. C -0.4182
2. C -0.1350
3. C -0.1179
4. C -0.1719
5. H 0.2095
6. H 0.2133
7. H 0.1573
8. H 0.1173


2.
ORCA calculation (ωB97M-V/def2-TZVPD) on 13 unconnected molecules or ions with the total composition C7H37NO12.

CARTESIAN COORDINATES (ANGSTROEM)
C  -2.87  -0.75  -1.37
C  -1.99  -0.48  -0.12
C  -2.53  -0.67  1.09
N  -3.75  -1.37  1.32
C  -0.57  -0.07  -0.30
C  0.35  -0.18  0.76
C  1.51  0.44  0.80
C  2.58  0.40  1.88
H  -3.31  0.09  -1.86
H  -3.74  -1.28  -0.96
H  -2.40  -1.49  -2.10
H  -1.97  -0.51  2.10
H  -4.33  -1.50  0.60
H  -4.13  -0.92  2.13
H  -0.19  -0.75  -1.13
H  -0.49  0.86  -0.85
H  0.06  -0.89  1.55
H  1.70  1.25  0.05
H  2.02  0.15  2.95
H  3.09  1.25  1.90
H  3.16  -0.48  1.98
H  0.42  -3.25  -2.38
H  -1.07  -3.20  -2.85
O  -0.08  -3.05  -3.13
H  -0.14  -3.06  3.50
H  -0.57  -1.28  3.59
O  -0.64  -2.24  3.27
H  3.60  2.07  -2.62
H  2.45  1.86  -3.44
O  2.89  2.54  -2.89
H  0.42  -0.83  -4.72
H  0.71  -1.52  -3.49
O  0.92  -0.61  -3.93
H  -1.57  2.32  0.81
H  -1.89  2.77  2.31
O  -1.64  2.04  1.82
H  1.68  -3.41  -0.31
H  2.32  -2.36  -1.22
O  2.54  -3.22  -0.77
H  -0.17  -3.87  0.72
H  -1.14  -2.71  0.45
O  -0.67  -3.46  0.01
H  2.31  -0.27  -2.86
H  2.21  0.11  -1.46
O  2.85  -0.02  -2.14
H  -0.22  0.86  3.25
H  -0.93  0.70  4.59
O  -0.09  0.56  4.11
H  0.62  3.31  1.23
H  2.08  2.72  1.83
O  1.34  3.22  1.90
H  -2.31  3.15  -1.03
H  -0.68  3.28  -0.81
O  -1.63  3.48  -0.38
H  1.59  3.28  -1.86
H  1.42  3.69  -0.40
O  0.90  3.27  -1.13

Properties
LUMO energy ... 0.007 Ha
Relative energy (zero: lowest compared OMol25 entry of this formula, charge and spin) ... 112.3 kcal per mole
Strongest force on any atom ... 0.140 hartree/bohr
M ... 327.37 g mol⁻¹
HOMO ... -8.048 eV
Total charge ... 0

Löwdin population analysis, charges in e, atoms 1 to 8:
1. C -0.0172
2. C -0.2989
3. C -0.1622
4. N 0.0806
5. C -0.2158
6. C -0.1586
7. C -0.1631
8. C -0.0558


Q: What is the total charge in the second record?
A: 0